Entry 1:
Computed, not measured: 3 unconnected molecules or ions with the total composition C33H27O10PS, with ωB97M-V with the def2-TZVPD basis set.

Computed properties:
- Kohn-Sham gap (eV) = 8.5
- HOMO (eV) = -9.872
- molecular weight (g mol⁻¹) = 646.610
- SMILES = O=P(O)(O)C[C@@H]1CCS(=O)(=O)OC1.O=C1c2ccccc2C(=O)c2ccccc21.O=C1c2ccccc2C(=O)c2ccccc21
- DFT total energy (hartree) = -2765.75957

Last column: Mulliken charge in e.
Geometry (Å):
H: -1.825 0.989 2.093  0.355
C: -4.663 0.452 -5.752  -0.458
C: 6.795 -1.013 -0.336  0.218
H: -5.210 0.873 4.418  0.311
O: -0.952 1.574 4.451  -0.653
C: -3.143 -0.450 -3.605  0.109
H: 6.824 -1.184 -2.478  0.469
H: -5.144 2.596 4.793  0.387
O: -4.337 5.152 3.108  -0.467
O: -3.363 1.675 5.121  -0.303
H: -5.516 2.459 1.097  0.269
C: 7.413 -1.030 -1.583  -0.531
H: 9.526 -0.484 1.608  0.468
C: 0.824 -2.866 -1.880  -0.402
H: -0.539 -1.765 -0.648  0.625
S: -2.191 0.752 4.425  1.192
H: 9.263 -0.853 -2.649  0.398
H: -5.250 0.810 -6.588  0.395
O: -5.446 5.257 0.718  -0.509
C: -0.299 -2.087 -1.653  -0.659
H: 1.600 -1.245 2.495  0.515
H: -4.694 -0.002 2.525  0.331
H: 10.611 -0.482 -0.607  0.397
O: -2.621 -0.593 -1.314  -0.722
O: -1.937 -0.523 5.130  -0.637
C: 3.293 -1.212 1.180  -0.738
H: 2.966 -1.042 4.548  0.426
H: -2.245 -0.666 2.478  0.497
C: 8.784 -0.844 -1.678  -0.480
C: 0.326 -2.915 -4.235  -0.620
C: -2.320 -0.896 -2.455  0.368
H: 2.006 -3.903 -3.344  0.410
C: 6.921 -0.846 2.157  0.584
H: -5.884 1.424 -4.275  0.408
C: 8.933 -0.638 0.716  -0.556
C: -0.794 -2.118 -4.014  0.360
C: 3.446 -1.062 3.578  -0.648
O: 4.655 -1.337 -1.254  -0.700
C: -4.260 0.350 -3.380  -0.435
P: -5.630 4.589 2.232  0.916
C: 1.133 -3.288 -3.170  -0.651
C: 7.559 -0.831 0.818  0.173
C: -1.114 -1.716 -2.717  0.275
H: 0.570 -3.239 -5.238  0.480
H: -6.554 2.344 2.530  0.372
C: -3.559 -0.356 -5.980  -0.626
C: 9.543 -0.639 -0.529  -0.456
C: 5.322 -1.173 -0.250  0.510
C: -1.627 -1.690 -5.164  0.555
H: 5.421 -0.869 4.388  0.482
C: -4.565 1.766 4.355  -0.585
C: -5.018 0.799 -4.452  -0.597
H: -3.560 4.911 2.589  0.331
C: -3.957 0.735 2.160  -0.534
C: 4.678 -1.121 1.085  0.183
H: -6.066 4.850 0.112  0.333
C: 2.679 -1.179 2.423  -0.489
H: 1.461 -3.147 -1.050  0.483
C: -2.536 0.376 2.671  -0.818
C: -2.799 -0.814 -4.908  0.329
C: 4.827 -0.965 3.489  -0.571
H: 2.693 -1.305 0.284  0.659
H: -4.535 0.625 -2.371  0.575
C: 5.446 -0.985 2.242  0.340
O: 7.593 -0.741 3.164  -0.664
H: -4.002 0.805 1.065  0.209
C: -5.591 2.727 2.169  -0.577
H: -3.454 2.730 2.738  0.146
O: -1.354 -2.043 -6.294  -0.671
H: -3.288 -0.628 -6.991  0.476
C: -4.351 2.092 2.851  0.129
O: -6.917 5.073 2.837  -0.692



Entry 2:
Computed, not measured: a molecular structure, C33H28AsN7V, with ωB97M-V with the def2-TZVPD basis set.

Computed properties:
- Kohn-Sham gap (spin up / spin down) (eV) = 7.5 / 7.1
- charge = +2
- HOMO (spin up / spin down) (eV) = -13.261 / -12.781
- molecular weight (g mol⁻¹) = 648.502
- ⟨S²⟩ = 0.755
- 2S+1 = 2
- energy relative to the best compared isomer or geometry (same formula, charge and spin) (kcal per mole) = 1.0
- DFT total energy (hartree) = -4836.97015

Last column: Löwdin spin population.
Geometry (Å):
H: -2.868 0.479 1.814  0.000
H: -3.994 0.798 -3.492  0.000
C: -3.422 2.524 2.195  -0.001
C: -2.979 -2.436 -5.373  0.000
H: 6.227 -3.848 3.243  0.000
H: 2.603 1.390 -3.011  0.000
H: -1.344 -4.552 -1.825  0.000
C: 1.272 -2.557 -1.020  -0.001
N: -1.294 -0.122 -1.528  0.000
H: 4.587 -2.779 4.750  0.000
H: -1.661 5.138 0.956  0.000
C: -1.979 4.127 1.169  0.000
N: 0.431 2.126 -0.746  0.006
H: -3.646 4.648 2.419  0.000
H: -4.628 -1.997 -6.668  0.000
H: -4.270 2.261 2.812  0.000
C: -3.720 -0.104 -4.023  0.002
V: -0.262 0.390 0.122  0.935
H: 6.055 -3.527 0.798  0.000
H: 0.937 -3.964 -2.595  0.000
C: -1.888 -0.452 -2.458  0.012
N: 1.925 1.242 -2.282  0.003
C: -3.073 3.847 1.973  0.001
C: -2.256 -2.040 -4.265  0.002
H: 1.319 6.575 -1.328  0.000
C: 1.398 2.317 -1.690  0.003
C: -2.652 1.524 1.628  0.001
C: -4.064 -1.678 -5.801  0.002
C: 5.426 -3.249 2.832  0.000
H: -1.413 -2.619 -3.913  0.000
H: 1.530 0.329 -2.147  0.001
C: -0.762 -3.817 -1.285  -0.001
C: 0.858 -0.037 2.491  0.000
N: -1.602 1.786 0.843  0.002
H: 1.440 1.990 2.049  0.001
C: -2.631 -0.870 -3.596  0.001
C: -0.521 -2.291 0.556  0.000
H: 0.149 2.979 3.902  0.000
H: -1.134 1.517 5.428  0.000
N: 1.850 3.504 -2.053  -0.001
C: -0.130 3.270 -0.293  0.004
N: 0.241 4.482 -0.586  0.003
C: 0.848 1.347 2.693  0.002
C: -4.435 -0.519 -5.130  0.000
H: -5.281 0.060 -5.473  0.000
As: 1.966 -0.645 1.012  0.002
C: -1.285 3.072 0.610  0.003
H: -2.286 -3.454 0.177  0.000
H: 2.266 -2.308 -1.375  0.000
C: 4.506 -2.649 3.679  0.000
C: 4.310 -2.297 0.929  0.000
C: 0.131 1.908 3.746  0.002
H: 4.261 -2.144 -0.143  0.000
C: -0.565 -0.296 4.427  0.001
H: -0.950 -1.853 1.452  0.001
C: 1.284 4.556 -1.459  0.002
H: -1.095 -0.934 5.122  0.000
C: 0.153 -0.857 3.387  0.003
C: 3.374 -1.720 1.781  0.003
C: 0.521 -3.487 -1.717  0.001
C: 5.329 -3.072 1.458  0.000
H: 2.762 -1.415 3.828  0.000
C: 0.776 -1.967 0.150  0.000
H: 2.506 5.870 -2.395  0.000
N: 1.746 5.765 -1.744  0.003
C: -1.288 -3.208 -0.161  0.001
C: 3.475 -1.879 3.158  0.000
H: 0.201 -1.935 3.291  0.000
C: -0.582 1.088 4.602  0.000
H: -2.702 -3.335 -5.905  0.000



Entry 3:
Computed, not measured: a molecular structure, C33H28BrCl2GdI2N4O2Si, with ωB97M-V with the def2-TZVPD basis set.

Computed properties:
- Kohn-Sham gap (spin up / spin down) (eV) = 7.4 / 5.2
- HOMO (spin up / spin down) (eV) = -7.573 / -7.577
- molecular weight (g mol⁻¹) = 1102.567
- ⟨S²⟩ = 16.038
- 2S+1 = 8
- energy relative to the best compared isomer or geometry (same formula, charge and spin) (kcal per mole) = 8.5
- DFT total energy (hartree) = -6788.96505

Last column: Löwdin spin population.
Geometry (Å):
H: 0.841 0.306 5.890  0.000
C: 1.988 -1.904 2.561  0.009
C: 0.024 -1.038 -3.482  0.001
H: 0.441 0.818 2.472  0.000
H: 0.534 1.953 -2.332  0.000
C: -3.322 4.494 -0.073  0.002
H: 0.406 1.979 5.488  0.000
Cl: -4.627 5.659 -0.203  0.001
C: -0.463 -3.322 -3.743  0.001
H: 2.651 0.084 -2.460  0.000
H: -0.088 -2.966 0.188  0.000
N: 1.511 -0.949 0.349  0.129
O: -0.171 1.784 -0.062  0.012
C: -3.490 0.746 -1.925  0.001
C: -4.590 1.622 -2.067  0.000
C: -1.142 3.865 0.687  0.003
H: 1.553 1.050 4.479  0.000
C: 0.322 -2.887 1.178  0.000
C: 1.657 -2.823 3.522  -0.001
C: 1.109 1.328 -4.374  0.000
N: -2.412 1.122 -1.270  -0.010
C: -2.199 4.794 0.661  0.000
N: -1.459 0.093 2.128  -0.006
H: -5.440 3.536 -1.589  0.000
C: -3.440 3.261 -0.746  0.000
C: 1.279 -1.889 1.350  0.000
H: -0.049 -4.180 -5.617  0.000
H: -5.478 1.226 -2.556  0.000
C: 3.527 1.087 1.187  0.000
C: -0.524 -2.216 -2.890  0.001
C: 0.449 -2.113 -5.642  0.000
H: 3.641 0.830 2.234  0.000
O: -1.065 -2.251 -1.714  0.003
C: -2.363 2.362 -0.720  0.000
Gd: -0.638 -0.512 -0.246  6.822
I: -1.227 -5.143 -3.051  0.000
C: 0.507 1.155 -3.094  0.001
C: -1.648 -0.096 4.906  0.000
H: 2.678 1.810 1.120  0.000
C: -0.475 0.491 2.940  0.000
C: -1.130 2.667 -0.015  0.000
H: 5.387 -1.306 -0.165  0.001
C: -2.535 -0.341 2.751  0.000
C: 3.130 0.612 -1.653  0.000
H: 4.399 1.657 0.955  0.000
H: -3.623 -0.824 4.507  0.000
H: 4.157 0.618 -1.965  0.000
C: -0.535 0.448 4.289  0.000
H: -0.937 -4.357 2.025  0.000
H: 4.384 -2.225 0.840  0.000
H: 0.414 -4.365 4.228  0.000
Cl: 0.903 -2.059 -7.329  0.000
C: 0.635 1.007 5.068  0.000
H: 1.561 0.296 -6.173  0.000
Si: 3.083 -0.281 0.003  0.011
C: 0.491 -0.979 -4.792  0.000
Br: -3.908 -0.955 1.577  -0.002
C: 1.071 0.215 -5.216  0.000
C: -0.081 -3.727 2.206  0.000
H: -1.681 -0.152 5.968  0.000
I: 0.344 4.125 2.163  0.000
H: -3.534 -0.238 -2.293  0.000
H: -2.135 5.718 1.194  0.000
C: 4.351 -1.640 -0.054  0.006
C: -4.580 2.860 -1.503  0.001
H: 2.798 -1.199 2.741  0.000
C: -2.707 -0.439 4.107  0.000
C: 0.579 -3.683 3.401  0.005
C: 0.011 -3.271 -5.082  0.000
H: 2.767 1.649 -1.491  0.000
H: 1.653 2.217 -4.683  0.000
H: 2.252 -2.886 4.427  0.000
H: 4.141 -2.353 -0.878  0.000
N: 0.065 0.022 -2.645  0.004



Which formula does entry 2 have? C33H28AsN7V



molecular weight of number 1 (C33H27O10PS)? 646.610 g mol⁻¹



Which value of molecular weight does entry 1 give? 646.610 g mol⁻¹



Among the records above, which one has the highest DFT total energy? C33H27O10PS